Record 1
The following is a DFT calculation (wB97M-V/def2-TZVPD) of a molecular structure, C25H19AuN3S.

CARTESIAN COORDINATES (ANGSTROEM)
Au -1.126 0.703 -0.966
C 0.186 1.736 2.522
N -0.406 2.077 1.239
C -0.337 3.271 0.803
C -0.824 3.607 -0.520
C -0.904 4.813 -1.171
C -1.416 4.560 -2.472
C -1.603 3.209 -2.572
N -1.260 2.612 -1.381
C 1.112 0.561 2.324
C 0.588 -0.727 2.270
C 1.413 -1.815 2.032
C 2.776 -1.623 1.844
C 3.306 -0.344 1.907
C 2.477 0.743 2.148
H -0.611 1.455 3.216
H 0.719 2.591 2.952
H 0.066 4.086 1.410
H -0.652 5.774 -0.754
H -1.623 5.289 -3.236
H -1.957 2.622 -3.402
H -0.472 -0.875 2.440
H 1.000 -2.816 2.013
H 3.425 -2.471 1.669
H 4.370 -0.192 1.779
H 2.895 1.741 2.201
S -0.223 -3.672 -0.863
C -1.581 -3.430 0.199
C -2.293 -4.378 0.927
C -3.342 -3.934 1.705
C -3.681 -2.576 1.760
C -2.978 -1.634 1.039
C -1.917 -2.076 0.253
N -1.088 -1.298 -0.541
C -0.172 -1.995 -1.172
C 0.758 -1.237 -1.979
C 1.875 -1.718 -2.650
C 2.734 -0.822 -3.267
C 2.498 0.543 -3.201
C 1.378 1.052 -2.540
C 0.530 0.138 -1.968
H -2.034 -5.427 0.884
H -3.914 -4.646 2.282
H -4.510 -2.262 2.378
H -3.243 -0.585 1.082
H 2.082 -2.781 -2.668
H 3.606 -1.190 -3.789
H 3.186 1.232 -3.672
H 1.189 2.114 -2.491

Forces on atoms 1 to 3 (eV/Å):
Au 0.360 -0.095 0.809
C 0.003 -0.056 0.029
N -0.241 0.021 -0.282

Results
Total energy (Ha): -1661.9660
Charge: +1
Energy above the lowest of the compared OMol25 structures with the same formula, charge and spin (kJ/mol): 45.3
Spin multiplicity: 1
E_HOMO (eV): -11.0
Frontier orbital gap (eV): 6.240


Record 2
The following is a DFT calculation (wB97M-V/def2-TZVPD) of a molecular structure, C25H19BrF5N3O2PtS.

CARTESIAN COORDINATES (ANGSTROEM)
Pt -1.369 0.499 0.406
Br 5.690 -3.198 1.783
C 4.764 -3.329 0.130
C 5.469 -3.218 -1.064
C 4.799 -3.281 -2.260
C 3.396 -3.436 -2.286
C 2.712 -3.612 -1.058
C 3.392 -3.556 0.132
N 2.754 -3.358 -3.465
N 1.500 -3.392 -3.627
C 0.545 -2.607 -3.188
C -0.815 -2.999 -3.316
C -1.821 -2.388 -2.621
C -1.543 -1.330 -1.719
O -2.416 -0.820 -0.916
C -0.217 -0.810 -1.723
N 0.021 0.262 -0.912
C 1.177 0.904 -0.977
C 2.198 0.491 -1.822
C 2.036 -0.673 -2.560
C 0.827 -1.357 -2.509
H 6.539 -3.080 -1.046
H 5.330 -3.177 -3.193
H 1.649 -3.807 -1.068
H 2.868 -3.686 1.067
H -1.030 -3.861 -3.926
H -2.838 -2.743 -2.691
H 1.306 1.764 -0.333
H 3.114 1.057 -1.883
H 2.839 -1.032 -3.186
C -4.313 1.843 -0.123
C -3.475 3.096 -0.317
O -2.257 2.726 -0.945
C -1.421 3.817 -1.281
C -0.687 4.411 -0.082
H -5.146 2.047 0.542
H -3.694 1.055 0.316
H -4.683 1.472 -1.075
H -3.273 3.573 0.652
H -4.005 3.821 -0.951
H -2.017 4.591 -1.786
H -0.702 3.412 -1.999
H -1.361 4.962 0.570
H 0.086 5.093 -0.423
H -0.223 3.608 0.488
F -2.608 0.603 7.119
C -1.983 0.708 5.942
C -2.699 0.597 4.753
F -4.020 0.393 4.778
C -2.026 0.719 3.551
F -2.704 0.546 2.371
C -0.662 1.019 3.470
S 0.118 1.379 1.982
C 0.038 1.082 4.685
F 1.355 1.302 4.655
C -0.603 0.920 5.900
F 0.088 0.977 7.040

Forces on atoms 1 to 3 (eV/Å):
Pt 0.198 -0.677 1.273
Br -0.061 -0.026 -0.122
C 0.129 -0.058 -0.012

Results
Total energy (Ha): -4869.5108
Charge: 0
Energy above the lowest of the compared OMol25 structures with the same formula, charge and spin (kJ/mol): 222.4
Spin multiplicity: 1
E_HOMO (alpha / beta) (eV): -6.7 / -6.7
Frontier orbital gap (alpha / beta) (eV): 5.117 / 5.116


Record 3
The following is a DFT calculation (wB97M-V/def2-TZVPD) of a molecular structure, C25H19BrIrN3O4.

CARTESIAN COORDINATES (ANGSTROEM)
Ir -1.195 0.880 -1.047
O 3.437 1.172 -2.248
C 2.116 1.091 -2.154
O 1.463 0.126 -2.427
C 1.552 2.392 -1.598
C 2.382 3.510 -1.500
C 1.865 4.717 -1.077
C 0.508 4.791 -0.791
C -0.252 3.647 -0.893
N 0.261 2.447 -1.256
C -1.730 3.623 -0.660
O -2.412 4.688 -0.387
O -2.352 2.554 -0.748
H 3.785 0.338 -2.607
H 3.422 3.412 -1.771
H 2.497 5.589 -0.985
H 0.080 5.736 -0.482
H -1.896 5.508 -0.358
N -0.216 -0.434 -0.355
C 0.538 -1.039 0.457
C 0.557 -0.653 1.888
C 0.416 0.682 2.266
C 0.407 1.022 3.608
C 0.522 0.029 4.574
C 0.657 -1.300 4.199
C 0.682 -1.646 2.857
C 1.341 -2.170 -0.071
C 2.620 -2.385 0.442
C 3.400 -3.406 -0.078
C 2.903 -4.214 -1.092
C 1.627 -4.001 -1.597
C 0.845 -2.976 -1.093
H 0.341 1.452 1.508
H 0.317 2.058 3.906
H 0.513 0.295 5.622
H 0.748 -2.070 4.953
H 0.789 -2.681 2.562
H 3.002 -1.758 1.237
H 4.392 -3.577 0.317
H 3.509 -5.020 -1.483
H 1.240 -4.641 -2.378
H -0.153 -2.810 -1.476
Br -4.699 -3.079 -3.179
C -4.242 -2.000 -1.721
C -4.980 -2.019 -0.546
C -4.582 -1.205 0.502
C -3.476 -0.393 0.351
N -2.778 -0.373 -0.794
C -3.142 -1.168 -1.814
H -5.844 -2.663 -0.454
H -5.126 -1.196 1.435
H -3.126 0.253 1.143
H -2.536 -1.135 -2.709

Forces on atoms 1 to 3 (eV/Å):
Ir -0.490 0.224 0.611
O 0.129 0.067 -0.059
C -0.120 -0.320 0.405

Results
Total energy (Ha): -4107.1350
Charge: +2
Spin multiplicity: 1
E_HOMO (eV): -14.2
Frontier orbital gap (eV): 6.478


Record 4
The following is a DFT calculation (wB97M-V/def2-TZVPD) of a molecular structure, C25H19ClN3O3OsS3.

CARTESIAN COORDINATES (ANGSTROEM)
Os -0.889 2.048 -0.156
C -0.852 1.047 4.152
C 0.493 1.164 4.465
C 1.404 1.445 3.464
C 0.950 1.594 2.168
N -0.359 1.490 1.871
C -1.245 1.225 2.847
C 1.827 1.875 1.016
C 3.206 1.870 1.048
C 3.906 2.104 -0.120
C 3.221 2.309 -1.302
C 1.842 2.289 -1.285
N 1.176 2.119 -0.133
C 0.979 2.379 -2.476
C 1.456 2.622 -3.751
C 0.572 2.621 -4.813
C -0.772 2.381 -4.574
C -1.191 2.161 -3.283
N -0.331 2.163 -2.246
H -1.592 0.812 4.904
H 0.832 1.037 5.485
H 2.457 1.541 3.687
H -2.278 1.143 2.538
H 3.733 1.664 1.969
H 4.988 2.098 -0.114
H 3.760 2.448 -2.228
H 2.510 2.798 -3.913
H 0.930 2.802 -5.818
H -1.493 2.352 -5.379
H -2.224 1.960 -3.039
S -4.348 4.817 -0.573
C -3.083 3.792 -0.155
S -3.244 2.079 -0.196
S -1.530 4.342 0.199
C -3.089 -4.403 0.275
C -1.650 -4.350 0.722
C -1.213 -5.074 1.820
C 0.111 -5.014 2.227
Cl 0.622 -5.946 3.627
C 1.015 -4.239 1.553
C 0.592 -3.499 0.442
C -0.726 -3.566 0.042
O -1.237 -2.877 -1.047
C -0.342 -2.001 -1.724
C 0.075 -0.809 -0.943
O 1.259 -0.523 -0.776
O -0.905 -0.083 -0.459
H -3.663 -5.072 0.915
H -3.173 -4.755 -0.754
H -3.549 -3.413 0.306
H -1.913 -5.694 2.367
H 2.047 -4.198 1.878
H 1.303 -2.871 -0.076
H -0.921 -1.670 -2.586
H 0.545 -2.532 -2.070

Forces on atoms 1 to 3 (eV/Å):
Os -2.209 -0.389 -0.176
C -0.095 -0.056 0.177
C 0.072 -0.011 0.124

Results
Total energy (Ha): -3099.2666
Charge: +1
Energy above the lowest of the compared OMol25 structures with the same formula, charge and spin (kJ/mol): 102.0
Spin multiplicity: 5
E_HOMO (alpha / beta) (eV): -9.2 / -10.1
Frontier orbital gap (alpha / beta) (eV): 5.506 / 4.030
⟨S²⟩: 6.03


Record 5
The following is a DFT calculation (wB97M-V/def2-TZVPD) of a molecular structure, C25H19F10N3O5Ru.

CARTESIAN COORDINATES (ANGSTROEM)
Ru -1.257 -0.430 0.224
O -0.633 -0.095 3.376
C -0.957 0.541 2.159
O -2.168 0.516 1.839
C 0.116 1.615 1.921
C 1.551 1.072 2.104
C 2.532 2.256 2.170
C 2.627 2.663 0.675
C 1.624 1.681 0.061
O 1.854 0.501 0.829
C 0.205 2.133 0.460
C -0.953 1.553 -0.338
O -1.307 3.433 -1.931
O -2.953 0.059 -0.818
H -0.074 2.418 2.641
H 1.676 0.331 2.886
H 2.170 3.057 2.815
H 3.497 1.920 2.550
H 2.355 3.700 0.484
H 3.628 2.488 0.280
H 1.760 1.466 -0.995
H 0.126 3.221 0.438
C 0.180 -1.101 -2.558
N -0.706 -1.664 -1.526
C -1.991 -2.153 -2.083
C -2.764 -1.096 -2.860
N -2.709 0.174 -2.174
C -1.973 1.186 -2.683
C -1.081 1.989 -1.792
F -2.056 2.287 0.203
C -0.167 2.965 -2.514
F 0.983 3.425 -1.940
C -0.039 2.960 -3.973
F 0.981 3.620 -4.550
C -0.940 2.258 -4.665
F -0.925 2.248 -6.005
C -1.933 1.449 -4.022
F -2.850 0.902 -4.871
C -0.016 -2.845 -0.953
C 0.950 -2.431 0.124
N 0.171 -1.736 1.132
C 0.498 -1.960 2.416
C -0.536 -1.490 3.412
F -1.777 -2.027 3.045
C -0.279 -1.888 4.816
F -1.241 -1.579 5.701
C 0.848 -2.505 5.209
F 1.049 -2.829 6.496
C 1.862 -2.804 4.267
F 3.022 -3.332 4.698
C 1.678 -2.514 2.930
F 2.749 -2.745 2.128
H 0.373 -1.847 -3.341
H 1.124 -0.832 -2.088
H -0.245 -0.217 -3.016
H -2.583 -2.497 -1.236
H -1.798 -3.011 -2.743
H -3.799 -1.431 -2.969
H -2.339 -0.986 -3.854
H 0.471 -3.406 -1.760
H -0.768 -3.486 -0.489
H 1.762 -1.804 -0.257
H 1.396 -3.346 0.517

Forces on atoms 1 to 3 (eV/Å):
Ru -0.258 -0.031 0.409
O -0.024 -0.117 -0.010
C 0.247 -0.221 -0.286

Results
Total energy (Ha): -2597.9228
Charge: -1
Energy above the lowest of the compared OMol25 structures with the same formula, charge and spin (kJ/mol): 523.4
Spin multiplicity: 2
E_HOMO (alpha / beta) (eV): -3.8 / -4.5
Frontier orbital gap (alpha / beta) (eV): 6.334 / 6.710
⟨S²⟩: 0.79


Record 6
The following is a DFT calculation (wB97M-V/def2-TZVPD) of a molecular structure, C25H19F2O4OsS.

CARTESIAN COORDINATES (ANGSTROEM)
Os 1.131 0.088 -0.400
O 3.476 2.739 0.033
S 3.195 1.371 0.533
O 4.075 0.831 1.488
O 1.737 1.379 1.101
O 3.086 0.534 -0.737
C -3.595 0.818 2.178
C -3.720 -0.565 2.365
C -2.592 -1.347 2.168
C -1.349 -0.718 1.843
C -1.232 0.674 1.871
C -2.354 1.440 2.056
C -0.222 -1.648 1.607
C 0.896 -1.432 0.892
C 2.026 -2.440 1.024
C 1.923 -3.612 1.792
C 2.898 -4.601 1.784
C 4.100 -4.391 1.275
C 4.288 -3.185 0.561
C 3.264 -2.351 0.283
H -4.519 1.402 2.048
H -4.652 -1.075 2.657
H -2.566 -2.410 2.385
H -0.217 1.019 1.608
H -2.257 2.522 2.035
H -0.575 -2.634 1.938
H 1.036 -3.771 2.396
H 2.705 -5.576 2.285
H 4.905 -5.121 1.391
H 5.277 -2.993 0.131
H 3.345 -1.439 -0.403
F -0.307 -2.153 -1.942
C 0.774 -1.196 -1.954
F 1.797 -1.918 -2.458
H 0.362 -0.614 -2.789
C -3.896 2.193 -2.009
C -3.432 0.901 -1.462
C -2.087 0.759 -1.293
C -1.205 1.855 -1.528
C 0.191 1.663 -1.342
C 1.060 2.566 -1.902
C 0.611 3.794 -2.454
C -0.736 3.999 -2.563
C -1.693 3.071 -2.030
C -3.078 3.220 -2.215
H -4.939 2.315 -2.211
H -4.081 0.062 -1.215
H -1.701 -0.157 -0.852
H 2.128 2.360 -1.806
H 1.294 4.665 -2.673
H -1.125 4.931 -2.926
H -3.451 4.172 -2.562

Forces on atoms 1 to 3 (eV/Å):
Os -2.573 -0.598 0.672
O -0.100 -1.809 1.221
S 0.648 5.590 -0.756

Results
Total energy (Ha): -1953.5138
Charge: -1
Energy above the lowest of the compared OMol25 structures with the same formula, charge and spin (kJ/mol): 0.0
Spin multiplicity: 5
E_HOMO (alpha / beta) (eV): -4.9 / -5.3
Frontier orbital gap (alpha / beta) (eV): 7.522 / 6.318
⟨S²⟩: 6.04